# C36H32I2IrN3O2P2Te

C36H32I2IrN3O2P2Te as an isolated structure at a distorted geometry (the ωB97M-V functional and the def2-TZVPD basis, the Open Molecules 2025 dataset).

Last column: Löwdin charge in e.
CARTESIAN COORDINATES (ANGSTROEM)
Ir1 1.49467 -1.33325 -1.72133  0.535
Te1 1.51904 3.13048 -0.46059  1.600
C1 0.87034 4.35102 1.18458  -0.486
C2 0.12565 5.49926 0.97377  -0.117
C3 -0.17426 6.29485 2.07496  -0.112
N1 0.22648 5.97728 3.28343  0.089
C4 0.94655 4.90334 3.49628  -0.114
C5 1.30194 4.03852 2.46450  -0.100
C6 0.52654 1.36918 0.29092  -0.833
P1 -0.88615 1.13104 -0.71504  0.585
C7 -1.88688 -0.23249 -0.06974  -0.358
C8 -2.36941 -1.29077 -0.82779  -0.132
C9 -3.10599 -2.29087 -0.21627  -0.045
C10 -3.38863 -2.21524 1.13782  -0.037
C11 -2.93224 -1.14179 1.88678  -0.049
C12 -2.17568 -0.15098 1.29216  -0.094
C13 -1.88302 2.62328 -0.92339  -0.389
C14 -2.24945 3.26760 0.25940  -0.101
C15 -3.08068 4.37032 0.20421  -0.054
C16 -3.54818 4.83104 -1.01786  -0.034
C17 -3.16229 4.20296 -2.19108  -0.045
C18 -2.33231 3.09571 -2.15055  -0.133
P2 1.47377 -0.18343 0.34455  0.735
C19 0.74018 -1.08097 1.73087  -0.389
C20 0.49464 -0.45125 2.94764  -0.124
C21 -0.00836 -1.18480 4.00654  -0.058
C22 -0.28402 -2.53553 3.85181  -0.053
C23 -0.07115 -3.15437 2.63034  -0.057
C24 0.44739 -2.43103 1.57153  -0.092
C25 3.09902 0.38879 0.91447  -0.398
C26 3.54461 0.28413 2.22635  -0.065
C27 4.74654 0.86909 2.59228  -0.042
C28 5.50989 1.55579 1.66061  -0.047
C29 5.09697 1.61999 0.33877  -0.068
C30 3.90487 1.02443 -0.03659  -0.217
H1 -0.20751 5.78090 -0.01325  0.104
H2 -0.74648 7.20609 1.97259  0.123
H3 1.26268 4.72619 4.51548  0.122
H4 1.91234 3.16839 2.65989  0.093
H5 -2.20043 -1.32014 -1.89416  -0.010
H6 -3.47510 -3.11895 -0.80100  0.116
H7 -3.97835 -2.98562 1.60929  0.121
H8 -3.17061 -1.06916 2.93568  0.121
H9 -1.81290 0.67979 1.87990  0.101
H10 -1.87660 2.90493 1.20787  0.105
H11 -3.37055 4.86806 1.11612  0.121
H12 -4.21558 5.67759 -1.05331  0.121
H13 -3.51372 4.57006 -3.14201  0.121
H14 -2.03913 2.61519 -3.07272  0.018
H15 0.69578 0.60615 3.05510  0.106
H16 -0.18926 -0.70266 4.95393  0.116
H17 -0.66682 -3.10418 4.68596  0.117
H18 -0.30856 -4.19939 2.50503  0.116
H19 0.63216 -2.90350 0.61104  0.078
H20 2.95745 -0.25141 2.95704  0.101
H21 5.08561 0.79000 3.61306  0.119
H22 6.43159 2.02869 1.96025  0.119
H23 5.70054 2.13194 -0.39521  0.118
H24 3.60358 1.01371 -1.08222  0.074
I1 -0.15038 0.39280 -3.05305  0.661
I2 -3.83030 0.13463 -4.24713  0.206
O1 3.85712 -1.97986 -1.73915  -0.120
H25 4.35055 -2.05437 -0.91748  0.067
H26 4.47090 -1.71009 -2.42690  0.074
N2 -2.86921 -3.84935 -4.49631  0.188
C31 -2.08289 -4.91784 -4.27185  -0.500
O2 -2.41239 -6.04707 -4.54398  0.098
C32 -0.75407 -4.68343 -3.58494  -0.080
C33 0.06606 -5.79606 -3.39624  0.046
C34 1.26148 -5.64081 -2.71959  -0.004
C35 1.60348 -4.38453 -2.25223  -0.120
N3 0.82602 -3.31407 -2.42790  -0.110
C36 -0.32517 -3.46392 -3.08650  -0.102
H27 -3.74280 -4.02803 -4.96834  0.127
H28 -2.57927 -2.89254 -4.42304  0.030
H29 -0.26291 -6.75144 -3.77611  0.136
H30 1.92001 -6.47511 -2.54599  0.122
H31 2.53280 -4.23174 -1.72235  0.104
H32 -0.91954 -2.57112 -3.21959  0.042

Values from the calculation:
Expectation value of S²: 6.018
Kohn-Sham gap (alpha / beta): 6.686 / 4.844 eV
HOMO level (alpha / beta): -0.4643 / -0.4917 hartree
2S+1: 5
Energy above the lowest of the compared OMol25 structures with the same formula, charge and spin: 2.6721 eV
E_LUMO (alpha / beta): -0.2185 / -0.3137 Ha
Charge: +2



# C7H13NOS2

One molecule with the formula C7H13NOS2 at a distorted geometry (the ωB97M-V functional and the def2-TZVPD basis, the Open Molecules 2025 dataset).

Last column: Löwdin charge in e.
CARTESIAN COORDINATES (ANGSTROEM)
C1 -3.09124 0.79843 -1.65051  -0.148
C2 -2.31464 0.37454 -0.37607  -0.392
C3 -0.58732 -1.25827 1.16916  -0.346
C4 0.90123 -0.95492 0.84811  -0.250
C5 0.95428 0.63460 0.56699  -0.190
C6 2.44672 1.16868 0.43621  -0.177
C7 4.23407 -0.33399 -0.57167  -0.787
H1 -2.47031 0.94490 -2.62802  0.105
H2 -3.48188 1.80815 -1.36864  0.078
H3 -3.89148 0.12837 -1.80346  0.042
H4 -1.68445 1.22311 0.10564  0.095
H5 -3.06019 0.21223 0.42909  0.084
H6 -1.07713 -0.48325 1.72356  0.067
H7 -0.80406 -2.24116 1.46748  0.060
H8 1.76841 -1.32029 1.66075  0.161
H9 1.12072 -1.69317 -0.14157  0.143
H10 0.43292 1.18991 1.34478  0.100
H11 0.46431 0.84273 -0.39135  0.087
H12 2.92220 1.41069 1.40600  0.118
H13 2.52493 2.19814 -0.14154  0.152
N1 3.26597 0.20774 -0.25428  0.034
O1 -2.62182 -2.28523 -0.39246  -0.554
S1 -1.45497 -1.32864 -0.49166  0.910
S2 5.50373 -1.24332 -0.94652  0.608

Values from the calculation:
Kohn-Sham gap: 9.502 eV
HOMO level: -0.3346 hartree
Energy above the lowest of the compared OMol25 structures with the same formula, charge and spin: 2.2317 eV
E_LUMO: 0.0146 Ha



# H16O8

A 8-piece molecular cluster, H16O8 overall at a distorted geometry (the ωB97M-V functional and the def2-TZVPD basis, the Open Molecules 2025 dataset).

Last column: Löwdin charge in e.
CARTESIAN COORDINATES (ANGSTROEM)
O1 2.92966 -0.31863 1.39235  -0.045
H1 2.43008 -1.03924 1.00846  -0.009
H2 3.54724 -0.06298 0.70717  0.047
O2 -0.56154 -0.19579 2.42619  -0.043
H3 0.23269 0.17379 2.04040  0.006
H4 -0.97268 -0.68075 1.71064  0.003
O3 1.46341 -2.40384 0.16507  -0.045
H5 1.73395 -2.85298 -0.63575  0.055
H6 0.80443 -1.77289 -0.12457  -0.008
O4 -0.43142 2.70785 -0.46712  -0.045
H7 -0.00717 2.98213 -1.28014  0.052
H8 0.17518 2.97688 0.22273  0.015
O5 -2.76700 -0.29428 -0.37404  -0.024
H9 -3.02625 -0.75345 0.42483  0.066
H10 -3.44834 0.36546 -0.50349  0.074
O6 -2.71478 -1.74183 -2.77537  -0.061
H11 -2.94525 -1.39566 -1.91323  -0.029
H12 -3.08373 -2.62500 -2.78583  0.029
O7 0.15073 -0.08358 -0.54662  -0.055
H13 -0.69357 -0.36697 -0.89744  0.021
H14 0.06914 0.86646 -0.46291  -0.002
O8 2.03953 2.37051 0.94170  -0.043
H15 2.79479 2.62099 0.40965  0.047
H16 2.28079 1.52378 1.31731  -0.005

Values from the calculation:
Kohn-Sham gap: 11.229 eV
HOMO level: -0.4049 hartree
Energy above the lowest of the compared OMol25 structures with the same formula, charge and spin: 1.5991 eV
E_LUMO: 0.0077 Ha